1.
DFT (ωB97M-V/def2-TZVPD) results for 2 unconnected molecules or ions with the total composition C11H18O.

Positions of all 30 atoms, in Å:
C 2.197 2.135 2.091
C 1.291 1.740 0.851
C 0.171 2.362 0.299
C -0.373 1.995 -0.964
C 0.260 1.021 -1.685
O -0.123 0.781 -2.947
C 1.476 0.486 -1.245
C 1.939 0.780 0.047
H 2.239 1.519 2.921
H 1.778 2.957 2.670
H 3.205 2.016 1.604
H -0.211 3.285 0.735
H -1.102 2.660 -1.453
H -1.039 0.919 -3.098
H 2.064 -0.161 -2.004
H 2.701 0.170 0.557
C -2.285 -3.078 -0.395
C -1.616 -2.025 0.650
C -1.967 -2.330 2.131
C -0.067 -2.202 0.531
H -2.364 -2.833 -1.385
H -3.343 -3.331 -0.065
H -1.728 -4.012 -0.287
H -2.145 -1.061 0.408
H -1.653 -3.330 2.527
H -1.381 -1.550 2.629
H -3.038 -2.283 2.416
H 0.296 -3.122 0.935
H 0.172 -2.040 -0.548
H 0.379 -1.347 1.153

The calculation puts the gap between HOMO and LUMO at 9.23 eV. As for the spin multiplicity: 1. For the energy above the lowest of the compared OMol25 structures with the same formula, charge and spin, the calculation gives 2.227 eV. As for the HOMO energy: -8.4 eV. As for the SMILES: Cc1ccc(O)cc1.CC(C)C.

Atom charges from the natural (NBO) analysis, given in e for atoms 1 to 6: number 1, C, carries -0.648; number 2, C, carries -0.047; number 3, C, carries -0.197; number 4, C, carries -0.290; number 5, C, carries 0.286; number 6, O, carries -0.676

2.
DFT (ωB97M-V/def2-TZVPD) results for a molecular structure, C11H19AuN2OPS.

Positions of all 36 atoms, in Å:
Au 0.354 -0.302 -0.296
H 0.999 1.790 -0.297
H 0.889 1.574 -1.012
P -0.430 -0.834 -2.604
C 0.872 -1.808 -3.507
H 0.582 -1.962 -4.572
H 1.851 -1.298 -3.469
H 1.004 -2.794 -3.029
C -1.918 -1.783 -3.073
H -2.801 -1.257 -2.677
H -1.981 -1.865 -4.179
H -1.894 -2.780 -2.599
C -0.487 0.683 -3.595
H 0.461 1.231 -3.480
H -0.698 0.476 -4.663
H -1.268 1.329 -3.165
C 2.248 -1.043 -0.418
O 3.237 -1.636 -0.432
H -1.221 -0.185 -1.071
H -0.326 -1.858 -0.253
N 1.201 -2.428 2.307
C 0.793 -1.167 2.655
N 0.291 -0.279 1.818
C -0.100 0.892 2.487
C -0.744 2.001 1.918
C -0.946 3.163 2.682
C -0.550 3.218 4.006
C 0.023 2.082 4.580
C 0.224 0.899 3.844
S 0.991 -0.622 4.270
H 1.460 -2.943 3.139
H 0.697 -2.809 1.515
H -1.068 1.975 0.877
H -1.407 4.033 2.192
H -0.707 4.185 4.515
H 0.372 2.123 5.587

The expectation value of S² is 2.0095. The calculation puts the gap between HOMO and LUMO (alpha / beta) at 6.48 / 7.61 eV. As for the spin multiplicity: 3. As for the HOMO energy (alpha / beta): -9.2 / -11.8 eV. As for the net charge: +1.

Atom charges from the natural (NBO) analysis, given in e for atoms 1 to 6: number 1, Au, carries 0.917; number 2, H, carries 0.050; number 3, H, carries -0.008; number 4, P, carries 0.954; number 5, C, carries -0.968; number 6, H, carries 0.245

3.
DFT (ωB97M-V/def2-TZVPD) results for a molecular structure, C11H19BCl3NOV.

Positions of all 37 atoms, in Å:
C 1.107 -0.169 -1.956
C 0.870 1.231 -1.739
C -0.542 1.422 -1.625
C 1.851 2.315 -1.937
C -1.192 0.130 -1.783
C -0.175 -0.860 -1.981
C -0.449 -2.251 -2.388
C 2.420 -0.720 -2.328
C -1.205 2.746 -1.643
C -2.653 -0.094 -1.955
V 0.171 0.161 -0.165
Cl 1.587 1.823 1.154
Cl 1.439 -1.825 0.610
Cl -1.986 1.001 0.933
H 2.836 2.001 -1.614
H 1.570 3.195 -1.371
H 1.892 2.577 -2.988
H -0.680 3.425 -0.961
H -2.245 2.677 -1.319
H -1.170 3.185 -2.644
H -3.222 0.590 -1.320
H -2.917 -1.114 -1.657
H -3.000 0.044 -2.991
H -1.348 -2.599 -1.874
H 0.350 -2.920 -2.055
H -0.622 -2.393 -3.469
H 3.189 -0.269 -1.692
H 2.687 -0.494 -3.362
H 2.461 -1.798 -2.180
O 0.493 -3.641 -0.148
H 0.647 -4.689 -0.057
B -0.191 -0.301 4.621
C -0.078 -0.284 3.098
N 0.054 -0.171 1.936
H -1.304 -0.598 4.984
H 0.073 0.823 5.003
H 0.598 -1.079 5.096

The expectation value of S² is 0.7706. The calculation puts the gap between HOMO and LUMO (alpha / beta) at 5.15 / 4.92 eV. As for the spin multiplicity: 2. For the energy above the lowest of the compared OMol25 structures with the same formula, charge and spin, the calculation gives 4.463 eV. As for the HOMO energy (alpha / beta): -0.5 / -0.2 eV. As for the net charge: -2.

Atom charges from the natural (NBO) analysis, given in e for atoms 1 to 6: number 1, C, carries -0.050; number 2, C, carries -0.113; number 3, C, carries -0.089; number 4, C, carries -0.616; number 5, C, carries -0.054; number 6, C, carries -0.067

4.
DFT (ωB97M-V/def2-TZVPD) results for 6 unconnected molecules or ions with the total composition C11H19Br4Cl9O.

Positions of all 44 atoms, in Å:
Cl -11.832 8.543 24.157
C -13.098 9.622 23.672
Cl -12.854 11.148 24.400
Cl -14.699 8.919 23.846
H -12.985 9.730 22.593
Cl -9.735 6.956 18.899
C -10.552 6.873 20.534
Cl -11.140 8.508 21.024
Cl -9.441 6.219 21.762
H -11.392 6.182 20.467
Cl -14.626 7.847 28.180
C -14.942 6.634 26.879
Cl -16.596 6.145 26.538
Cl -14.102 5.072 27.310
H -14.502 7.059 25.977
C -12.718 11.876 19.552
C -11.198 11.883 19.921
C -10.665 12.972 19.053
O -11.752 13.810 18.769
C -13.049 13.334 19.111
H -13.280 11.608 20.447
H -12.806 11.195 18.706
H -10.705 10.925 19.759
H -11.139 12.217 20.957
H -10.236 12.511 18.163
H -10.005 13.572 19.680
H -13.772 13.318 18.296
H -13.450 13.683 20.063
Br -6.932 9.107 27.225
C -7.052 9.320 25.250
C -8.292 10.094 24.782
Br -8.310 10.513 22.741
H -6.959 8.306 24.860
H -6.116 9.773 24.922
H -8.392 10.949 25.450
H -9.213 9.534 24.947
Br -14.507 7.031 18.922
C -15.944 7.812 19.886
C -15.743 9.297 19.968
Br -17.144 10.140 21.150
H -15.902 7.285 20.839
H -16.853 7.570 19.336
H -15.736 9.721 18.964
H -14.779 9.593 20.381

The calculation puts the gap between HOMO and LUMO at 9.85 eV. As for the spin multiplicity: 1. As for the HOMO energy: -9.8 eV. As for the SMILES: ClC(Cl)Cl.ClC(Cl)Cl.ClC(Cl)Cl.C1CCOC1.BrCCBr.BrCCBr.

Atom charges from the natural (NBO) analysis, given in e for atoms 1 to 6: number 1, Cl, carries 0.029; number 2, C, carries -0.326; number 3, Cl, carries 0.062; number 4, Cl, carries 0.016; number 5, H, carries 0.223; number 6, Cl, carries -0.005

5.
DFT (ωB97M-V/def2-TZVPD) results for a gas-phase ion, C11H19BrNO (charge +1).

Positions of all 33 atoms, in Å:
C 2.732 -0.078 -0.969
C -0.871 -1.043 -0.928
C -1.954 -2.131 1.114
C -2.771 -0.862 1.389
C -0.721 -1.589 0.433
C -1.738 0.318 1.635
C 0.544 1.267 -1.191
C 2.005 1.176 -0.702
C -0.448 -0.098 0.863
C -1.018 -1.495 -2.262
C 2.995 2.342 1.083
N -0.571 0.356 -0.588
O 1.911 1.514 0.711
Br 2.861 -1.290 0.396
H -1.784 -2.543 2.013
H -2.605 -2.769 0.609
H -3.293 -0.722 0.557
H -3.379 -0.859 2.181
H 0.207 -2.309 0.373
H 3.217 -0.105 -1.838
H -2.268 1.267 1.244
H -1.409 0.436 2.615
H 0.366 2.348 -0.985
H 0.319 1.065 -2.304
H 2.270 2.123 -1.321
H 0.382 0.252 1.417
H -0.185 -1.362 -2.927
H -1.619 -0.921 -2.934
H -1.512 -2.491 -2.441
H 3.207 3.143 0.480
H 3.790 1.632 0.966
H 2.694 2.569 2.024
H -1.353 0.858 -0.713

The calculation puts the gap between HOMO and LUMO (alpha / beta) at 7.86 / 8.06 eV. As for the spin multiplicity: 1. For the energy above the lowest of the compared OMol25 structures with the same formula, charge and spin, the calculation gives 1.246 eV. As for the HOMO energy (alpha / beta): -11.6 / -11.9 eV. As for the net charge: +1.

Atom charges from the natural (NBO) analysis, given in e for atoms 1 to 6: number 1, C, carries -0.278; number 2, C, carries 0.290; number 3, C, carries -0.407; number 4, C, carries -0.377; number 5, C, carries -0.279; number 6, C, carries -0.414

6.
DFT (ωB97M-V/def2-TZVPD) results for a molecular structure, C11H19CaNOP.

Positions of all 34 atoms, in Å:
C 0.459 0.020 -4.574
C -0.825 -0.696 -4.519
C -0.630 -1.857 -3.770
C 0.778 -1.884 -3.347
C 1.466 -0.791 -3.962
Ca -0.001 0.006 -2.344
P -0.525 2.177 -1.943
H 0.638 0.939 -5.136
H -1.761 -0.350 -4.959
H -1.384 -2.601 -3.507
H 2.534 -0.578 -3.909
H 1.249 -2.698 -2.791
H -1.493 2.432 -0.942
H -1.049 2.944 -3.014
H 0.525 3.024 -1.512
O 0.173 -0.041 -0.249
C 0.273 -0.069 0.942
C 0.431 1.202 1.700
C -0.689 1.394 2.695
C -0.476 0.600 3.969
C -0.449 -0.917 3.812
C 0.671 -1.433 2.909
N 0.357 -1.272 1.516
H 1.415 1.177 2.206
H 0.446 2.057 0.997
H -0.682 2.464 2.982
H -1.654 1.130 2.226
H 0.490 0.921 4.410
H -1.302 0.863 4.664
H -0.258 -1.318 4.825
H -1.432 -1.294 3.468
H 1.638 -0.936 3.162
H 0.796 -2.511 3.087
H 0.271 -2.103 0.907

The calculation puts the gap between HOMO and LUMO (alpha / beta) at 2.62 / 3.49 eV. As for the spin multiplicity: 1. For the energy above the lowest of the compared OMol25 structures with the same formula, charge and spin, the calculation gives 2.799 eV. As for the HOMO energy (alpha / beta): 0.4 / -0.5 eV. As for the net charge: -1.

Atom charges from the natural (NBO) analysis, given in e for atoms 1 to 6: number 1, C, carries -0.496; number 2, C, carries -0.393; number 3, C, carries -0.391; number 4, C, carries -0.465; number 5, C, carries -0.404; number 6, Ca, carries 1.221

| no. | maximum force (Eh/bohr) |
| --- | --- |
| 1 | 0.0931 |
| 2 | 0.1041 |
| 3 | 0.2177 |
| 4 | 0.0703 |
| 5 | 0.1024 |
| 6 | 0.0927 |